Entry 1:
The following is a quantum chemistry calculation of a 21-piece molecular cluster, C4H40I2O20 overall, from OMol25.

Calculated values
Calculated total energy   -61942.277 eV
F_max   7.84 eV/Å
Highest occupied orbital energy   -9.04 eV
Charge   0
LUMO level   -0.028 Eh
M   662.2 g mol⁻¹

```
66
Properties=species:S:1:pos:R:3:forces:R:3:mulliken_charge:R:1
I 2.80584 -2.63367 1.02688 -2.5 1.8 -1.3 0.15
I -2.12461 3.07336 -2.13107 2.5 -2.3 1.2 0.20
C 1.18536 -1.41808 0.09700 3.4 -3.0 2.0 -0.62
C -0.61929 1.55778 -1.39271 -4.7 5.6 -2.8 -0.34
C 0.60181 -0.49599 -0.37156 -1.6 3.2 -1.6 1.12
C -0.05553 0.64312 -0.94754 2.9 -5.2 2.6 -0.36
O -3.36998 3.67427 1.58112 -1.7 -1.0 0.6 -0.66
H -4.05974 4.19371 1.05369 1.2 -0.9 0.8 0.36
H -3.84730 2.93778 2.08462 0.8 1.7 -1.3 0.30
O -4.55519 1.42281 -4.58176 1.1 1.5 -0.9 -0.64
H -3.57528 1.30865 -4.80649 -2.1 0.5 0.4 0.32
H -4.83624 2.35376 -4.86122 1.0 -2.0 0.4 0.32
O 3.46108 -2.29441 4.54715 -1.1 -0.5 -1.0 -0.71
H 3.18002 -3.11649 4.02855 0.5 1.8 1.2 0.27
H 2.80358 -1.55294 4.34300 1.2 -1.7 0.0 0.54
O 1.37759 -5.77398 -0.47683 -1.6 -0.7 -1.0 -0.59
H 0.62370 -5.20083 -0.83307 1.4 -1.5 0.7 0.30
H 1.17054 -6.73958 -0.69706 0.1 2.2 0.3 0.30
O -1.31859 -3.26794 -1.06555 -0.6 0.1 -1.6 -0.51
H -2.11228 -3.09940 -1.67004 2.0 -0.4 1.0 0.26
H -0.47816 -3.02438 -1.57361 -1.5 0.0 0.7 0.23
O -2.81483 -1.12524 0.37339 1.4 -0.8 0.1 -0.58
H -2.01679 -0.80913 0.90908 -1.4 -1.0 -1.3 0.24
H -2.53910 -1.94785 -0.14723 0.1 2.0 1.4 0.36
O 2.08327 2.56657 -2.72371 -0.3 1.6 0.7 -0.64
H 1.82674 3.48953 -3.04942 0.6 -2.0 1.2 0.28
H 2.17088 2.60094 -1.71628 -0.2 0.3 -1.8 0.36
O 0.76953 -2.70447 -2.98105 1.5 -1.4 -0.6 -0.63
H 1.72026 -2.39606 -2.82373 -2.0 -0.7 -0.3 0.26
H 0.80233 -3.59790 -3.45482 0.4 1.9 0.9 0.30
O 3.40915 -4.96260 3.61442 0.4 -2.3 -0.5 -0.62
H 3.57194 -5.63715 4.35080 -0.3 1.4 -1.8 0.27
H 3.50866 -5.43599 2.72574 -0.2 0.7 2.1 0.30
O 1.59667 4.13103 0.51401 -0.2 -1.3 0.6 -0.66
H 2.20046 3.32332 0.43157 -1.4 1.3 0.1 0.39
H 0.78358 3.86297 1.05325 1.7 0.2 -1.0 0.41
O 1.63313 -0.44426 4.11286 -2.1 0.1 1.5 -0.82
H 0.74575 -0.73623 3.72416 0.8 0.0 0.8 0.37
H 1.50097 -0.26420 5.09971 0.0 -0.3 -2.1 0.33
O -1.72644 -1.33876 -3.78256 -0.4 -1.9 1.0 -0.56
H -0.93524 -1.93639 -3.58108 -1.6 1.3 -0.3 0.30
H -2.55131 -1.75985 -3.37510 1.9 0.9 -0.9 0.31
O -4.98091 5.05201 -0.10110 -1.2 0.6 -2.1 -0.69
H -4.89483 5.94338 -0.57208 -0.3 -2.0 0.9 0.32
H -5.56916 4.45280 -0.66561 1.3 1.5 1.0 0.33
O 3.21317 1.88434 0.05545 0.2 -1.6 -0.3 -0.74
H 3.28058 1.00970 -0.44875 0.1 1.7 1.2 0.18
H 3.10508 1.67353 1.03914 -0.1 -0.2 -1.4 0.55
O 4.12487 -0.09324 -1.87409 0.3 -1.2 -2.0 -0.63
H 4.79378 -0.82593 -2.07281 -1.5 1.7 0.2 0.29
H 3.66755 0.15946 -2.74055 1.1 -0.5 1.7 0.31
O -0.50185 3.18919 2.05721 -1.6 -0.4 1.5 -0.63
H -1.44415 3.23945 1.69211 1.4 0.1 1.0 0.33
H -0.55843 3.07589 3.06106 -0.2 0.4 -2.3 0.25
O 2.55660 1.37064 2.50575 -0.8 1.0 1.8 -0.65
H 2.03210 0.62769 2.94925 1.1 1.5 -0.4 0.39
H 2.44865 2.20848 3.06264 0.1 -2.0 -1.2 0.27
O -2.41290 5.44386 -5.36206 1.9 -0.4 0.3 -0.64
H -2.02087 4.68773 -4.81585 -0.4 1.8 -1.3 0.29
H -1.64868 5.98644 -5.74327 -1.5 -1.4 1.0 0.32
O -1.19641 -3.68141 2.12242 0.5 -2.2 -1.4 -0.67
H -1.54153 -3.87035 1.19024 1.0 0.4 1.7 0.29
H -0.47757 -4.36067 2.33605 -1.5 1.5 -0.7 0.31
O -0.96399 -1.37304 3.19426 -1.8 0.6 0.9 -0.71
H -1.27642 -2.23921 2.77486 0.6 1.0 0.6 0.43
H -1.73162 -0.98656 3.72825 1.6 -1.0 -1.3 0.28
```
Forces are in eV/Å.



Entry 2:
The following is a quantum chemistry calculation of C21H39Br2Cs2InN2NaO8 as an isolated structure, from OMol25.

Calculated values
Calculated total energy   -192528.584 eV
F_max   7.15 eV/Å
Highest occupied orbital energy   -3.94 eV
Charge   -1
LUMO level   -0.002 Eh
M   1011.0 g mol⁻¹

```
76
Properties=species:S:1:pos:R:3:forces:R:3:mulliken_charge:R:1
C 1.13152 0.38662 0.78478 -1.8 0.6 2.4 -1.29
C 1.29804 1.91286 0.80139 0.7 0.5 0.3 0.50
C 1.66909 2.66610 -0.51918 -1.0 -0.5 0.4 -1.41
C 0.96480 2.17344 -1.80417 -0.1 1.4 -0.8 0.84
C -0.36133 2.92023 -2.09862 0.0 -0.1 1.4 -2.60
In -2.09840 2.18940 -0.81203 0.3 0.2 -0.2 1.42
C -3.47900 3.83541 -0.32477 -0.3 0.1 0.4 -1.28
C -4.22419 3.35739 0.87877 -0.2 0.1 0.1 0.80
C -3.79632 3.90715 2.23120 -0.1 0.0 -0.1 -1.21
N -5.17878 2.49656 0.88097 0.2 0.2 -0.2 -0.82
C -3.17250 0.42025 -1.83487 0.7 0.2 1.7 -2.04
C -3.31207 -0.74323 -0.86058 -0.5 0.9 -0.4 0.93
C -4.31617 -1.72332 -1.44214 -0.8 1.0 1.5 -1.74
O -2.00792 -1.37803 -0.62485 -0.7 -0.2 0.2 -0.68
H 0.68644 0.08572 1.73986 -0.1 0.2 -0.2 -0.85
H 0.44728 0.02105 0.00801 0.1 0.0 0.0 0.07
H 2.09915 -0.07971 0.73614 -1.8 0.1 3.2 1.60
H 0.40532 2.35127 1.25085 0.1 -0.1 -0.2 0.02
H 2.12179 2.10320 1.51022 -0.2 0.0 -0.1 0.33
H 1.35737 3.71038 -0.39173 0.2 -0.2 0.0 0.32
H 2.75075 2.71487 -0.63992 0.1 -0.1 -0.1 0.50
H 1.62860 2.43589 -2.63296 0.2 -0.3 -0.1 0.04
H 0.81163 1.09392 -1.88251 -0.3 0.1 0.2 0.09
H -0.61884 2.78287 -3.12170 0.4 0.7 -0.5 0.64
H -0.17898 3.99959 -2.00695 -0.1 -0.2 0.2 0.40
H -1.49203 1.55548 0.68796 -0.1 -0.2 0.1 -0.65
H -4.17488 4.10059 -1.13128 0.2 -0.2 0.1 0.47
H -2.86650 4.70847 -0.07415 -0.1 -0.1 -0.2 0.34
H -4.65028 3.89667 2.91584 0.2 -0.1 -0.1 0.37
H -2.99604 3.28508 2.65467 -0.1 0.1 -0.1 0.17
H -3.42336 4.93374 2.14754 0.0 -0.2 0.0 0.33
H -5.36839 2.19064 -0.08002 0.0 0.1 0.1 0.26
H -4.15847 0.73488 -2.16302 -0.1 0.0 -0.2 0.58
H -2.57509 0.12002 -2.68663 -2.6 -1.9 3.2 0.63
H -3.71109 -0.40855 0.10734 0.3 0.1 -0.2 0.43
H -5.13566 -1.17885 -1.90369 0.1 -0.2 0.0 0.58
H -4.74219 -2.30076 -0.61287 -0.2 -0.4 -0.2 0.44
H -3.88238 -2.36272 -2.16165 -0.9 0.9 -1.3 -0.14
H -1.84699 -1.27975 0.32684 0.3 0.1 -0.2 0.21
Br -1.92498 -0.74215 3.30617 0.1 0.0 0.0 -0.15
C -0.63519 -1.59333 4.51105 -0.1 0.0 0.0 -0.33
C 0.09947 -0.58485 5.36019 -0.1 0.0 -0.2 -0.62
Br 1.41213 0.38069 4.31599 0.0 0.0 0.3 -0.02
H 0.04645 -2.15444 3.88221 0.0 0.0 0.1 0.01
H -1.21337 -2.27941 5.12575 0.0 0.0 0.0 0.46
H 0.64477 -1.10379 6.14598 0.0 0.0 0.0 0.35
H -0.56455 0.15476 5.79900 0.0 -0.1 0.0 0.42
Cs -1.62356 0.94212 -4.03849 2.7 1.1 -5.3 1.08
O 4.68017 0.99488 3.33502 -0.1 -0.3 -0.5 -0.98
H 3.74890 0.86282 3.53111 0.0 0.0 0.1 -0.04
C 2.92869 -4.91137 2.61096 0.0 0.0 0.0 -0.41
C 4.01941 -5.07207 1.86750 0.0 0.0 0.0 -0.38
C 5.19415 -4.17005 2.02707 0.0 0.1 0.1 0.38
O 6.18374 -4.31390 1.34025 -0.1 -0.1 0.0 -0.57
C 5.09896 -3.09060 3.04238 0.0 0.0 -0.1 -0.43
C 4.00271 -2.92573 3.78040 0.0 0.1 0.1 -0.19
C 2.83723 -3.82147 3.62290 0.0 -0.1 0.0 0.52
O 1.82342 -3.68881 4.28225 0.0 0.0 0.0 -0.60
H 2.05801 -5.54925 2.52022 0.0 0.0 0.0 0.44
H 4.11188 -5.84821 1.11773 0.0 0.0 0.0 0.42
H 5.95593 -2.43542 3.13497 -0.1 0.1 0.0 0.43
H 3.92035 -2.12708 4.50833 0.0 0.1 -0.1 0.38
Na -2.86849 -3.40752 -1.40602 1.8 -1.9 0.9 0.96
C 4.56724 1.22056 -6.06185 0.0 0.0 0.0 -1.11
C 3.31523 0.97423 -5.19680 0.3 0.0 0.1 0.47
O 2.16480 1.00201 -5.87648 -0.4 -0.1 0.5 -0.88
H 4.49975 2.20362 -6.53510 0.0 -0.1 -0.1 0.28
H 5.48746 1.18847 -5.46560 0.0 0.0 0.1 0.28
H 4.63417 0.45376 -6.83803 0.0 0.1 0.0 0.27
H 3.40263 1.73661 -4.35790 -0.1 0.0 0.0 -0.09
H 3.54782 -0.00828 -4.66563 -0.2 0.0 0.0 -0.12
Cs 2.78798 -0.18791 -1.03673 4.4 -1.2 -5.5 1.12
N -4.50551 -3.40557 -3.89983 0.4 -1.3 -0.2 1.07
O -5.65639 -3.10704 -3.62731 -0.3 0.1 0.1 -0.57
O -3.85968 -4.22170 -3.11166 -0.3 0.4 -0.3 -0.82
O -3.92562 -2.99942 -4.90211 0.1 0.4 0.0 -0.63
```
Forces are in eV/Å.



Entry 3:
The following is a quantum chemistry calculation of a 4-piece molecular cluster, C5H22N3O3 overall, from OMol25.

Calculated values
Calculated total energy   -16133.910 eV
F_max   8.71 eV/Å
⟨S²⟩   0.76
Highest occupied orbital energy (alpha / beta)   -16.69 / -16.59 eV
Spin multiplicity   2
Energy above the lowest of the compared OMol25 structures with the same formula, charge and spin   66.48 kcal per mole
Charge   +2
LUMO level (alpha / beta)   -0.223 / -0.429 Eh
M   172.2 g mol⁻¹

```
33
Properties=species:S:1:pos:R:3:forces:R:3:mulliken_charge:R:1
N 1.00455 -0.63764 0.14093 -2.1 1.9 0.5 -0.05
C 0.13786 -1.78642 0.44064 -1.2 -1.6 -0.2 -0.64
C -1.38429 -1.33175 0.16184 0.5 0.5 0.7 -0.71
N -1.60730 0.17169 0.23939 0.0 -1.3 0.1 -0.29
C -1.50929 0.84140 -1.04490 -4.7 -1.2 0.6 -0.82
C -0.31650 1.66059 -1.16604 2.3 1.5 2.3 -0.25
N -0.67589 2.76537 -2.03793 1.6 -7.6 -4.0 0.08
C -0.55730 2.25170 -3.40567 -3.9 0.5 -2.2 -0.78
H 0.61629 0.21604 0.80877 0.3 -1.4 -1.6 0.22
H 1.93858 -0.64174 0.46702 1.9 -0.9 0.3 0.30
H 0.92913 -0.49174 -0.87879 0.6 0.2 0.9 0.31
H 0.42571 -2.79069 -0.09626 -0.5 2.3 0.5 0.35
H 0.27932 -2.04323 1.47255 -0.1 0.1 0.5 0.50
H -1.65149 -1.71151 -0.83256 -0.2 0.2 0.2 0.22
H -2.04066 -1.79206 0.91833 0.4 0.0 -0.4 0.49
H -2.39767 0.48659 0.82293 0.4 -0.8 -0.8 0.44
H -1.62435 0.02861 -1.76243 0.3 0.4 -0.7 0.34
H -2.45140 1.51662 -1.23378 1.6 -1.2 0.5 0.40
H -0.06098 2.04483 -0.13636 -0.4 0.0 -1.1 0.23
H 0.63265 1.04922 -1.43363 -1.6 1.8 -0.6 0.30
H -0.17402 3.52942 -1.98736 2.4 6.1 1.1 0.30
H -0.21843 1.23727 -3.60840 0.1 -0.3 1.2 0.31
H -0.11082 2.83450 -4.26302 -0.7 0.5 1.5 0.38
H -1.76342 2.08304 -3.71355 2.4 0.6 0.4 0.37
H 0.25974 2.19861 2.07080 0.6 1.4 0.3 0.30
H -0.90760 1.22361 2.02875 2.4 -0.2 0.4 0.37
O 0.10400 1.27491 2.15629 -2.4 -1.3 -0.6 -0.65
H 3.38156 -1.30805 2.81264 -0.3 1.0 -1.0 0.32
H 4.41372 -0.27503 2.53361 -1.4 0.1 -1.0 0.34
O 3.50835 -0.53780 2.18989 1.4 -1.1 1.8 -0.65
H 0.04197 -4.52008 2.84564 -0.4 0.9 -0.3 0.30
H 1.33147 -3.89778 2.86278 1.2 0.3 0.2 0.29
O 0.44652 -3.64849 2.62787 -0.8 -1.6 0.4 -0.61
```
Forces are in eV/Å.



Entry 4:
The following is a quantum chemistry calculation of one molecule with the formula C6H10O, from OMol25.

Calculated values
Calculated total energy   -8427.906 eV
F_max   0.90 eV/Å
Highest occupied orbital energy   -7.76 eV
Energy above the lowest of the compared OMol25 structures with the same formula, charge and spin   76.90 kcal per mole
Charge   0
LUMO level   -0.004 Eh
M   98.1 g mol⁻¹

```
17
Properties=species:S:1:pos:R:3:forces:R:3:mulliken_charge:R:1
O -0.96218 1.94594 0.90943 0.1 -0.1 -0.1 -0.46
C 0.01153 1.09276 0.59593 0.2 0.0 -0.1 0.56
C 0.18021 0.77555 -0.86888 0.0 0.1 0.1 -0.77
C 0.21626 -0.72524 -1.20066 0.0 0.0 0.0 -0.55
C -0.96993 -1.48921 -0.61290 -0.1 0.0 0.0 -1.13
C 1.75539 -0.37309 1.37389 -0.2 0.5 0.7 -0.83
C 0.78413 0.61280 1.64261 0.1 0.0 0.0 -0.18
H -1.45168 2.20758 0.11650 0.1 0.0 0.1 0.36
H -1.13645 -1.20882 0.43405 0.0 -0.1 -0.2 0.30
H 1.11573 1.25408 -1.18823 -0.1 -0.2 0.1 0.27
H -0.62897 1.27324 -1.42921 0.1 -0.1 0.1 0.47
H 1.14882 -1.11722 -0.78864 -0.2 0.1 -0.1 0.42
H 0.23459 -0.81742 -2.29239 0.0 -0.1 0.1 0.39
H -1.89571 -1.29968 -1.16820 0.1 0.0 0.1 0.31
H -0.78363 -2.56853 -0.62533 -0.1 0.2 -0.1 0.32
H 2.19958 -0.65729 2.35666 -0.1 0.1 -0.3 0.20
H 0.52923 1.07334 2.61438 0.1 -0.4 -0.3 0.32
```
Forces are in eV/Å.